(1)
The following is a DFT calculation (ωB97M-V/def2-TZVPD) of a structure of composition C10H20BeN2PS.

Values from the calculation:
Total charge   -1
2S+1   1
HOMO level (spin up / spin down)   -2.2 / -1.3 eV
Relative energy (zero: lowest compared OMol25 entry of this formula, charge and spin)   0.0 kcal/mol

Geometry (Å):
C: 3.960 -0.058 -1.210
C: 4.998 0.828 -0.791
C: 4.527 2.155 -1.014
C: 3.284 2.111 -1.699
C: 2.893 0.740 -1.769
Be: 1.092 -1.393 -0.212
P: 1.597 -3.389 -0.269
H: 3.930 -1.146 -1.130
H: 5.946 0.546 -0.337
H: 5.081 3.058 -0.763
H: 1.950 0.340 -2.156
H: 2.697 2.955 -2.051
H: 1.269 -4.107 0.930
H: 2.963 -3.767 -0.515
H: 0.876 -4.109 -1.286
C: -3.460 -1.927 -0.155
C: -2.547 -1.284 0.862
N: -1.337 -0.760 0.175
C: -0.593 0.194 0.799
S: 1.110 0.074 1.083
N: -1.223 1.289 1.254
C: -2.368 1.881 0.509
C: -3.328 2.467 1.523
H: -3.696 -1.233 -0.967
H: -4.399 -2.211 0.324
H: -3.012 -2.829 -0.587
H: -3.033 -0.449 1.382
H: -2.237 -2.022 1.620
H: -0.829 -1.529 -0.294
H: -0.612 1.988 1.686
H: -1.975 2.658 -0.166
H: -2.821 1.090 -0.100
H: -2.916 3.390 1.950
H: -4.282 2.693 1.040
H: -3.503 1.754 2.337



(2)
The following is a DFT calculation (ωB97M-V/def2-TZVPD) of a cluster of 2 separate species, C3H10S3 in total.

Values from the calculation:
SMILES   CCS.CSS
Total charge   0
2S+1   1
HOMO level   -8.5 eV
Relative energy (zero: lowest compared OMol25 entry of this formula, charge and spin)   14.3 kcal/mol

Geometry (Å):
C: -0.458 -3.443 0.999
S: -0.160 -1.918 0.095
S: -1.958 -2.076 -1.020
H: 0.215 -3.544 1.849
H: -1.452 -3.428 1.449
H: -0.383 -4.331 0.376
H: -2.030 -0.769 -1.229
C: -0.102 1.976 0.096
C: 1.398 1.951 -0.162
S: 1.985 3.265 -1.199
H: -0.634 1.635 -0.805
H: -0.267 1.059 0.681
H: -0.594 2.882 0.421
H: 1.733 1.036 -0.645
H: 1.892 2.003 0.811
H: 0.815 3.702 -1.717



(3)
The following is a DFT calculation (ωB97M-V/def2-TZVPD) of a cluster of 2 separate species, C6H16NS in total.

Values from the calculation:
Total charge   +2
Expectation value of S²   0.753
2S+1   2
HOMO level (spin up / spin down)   -16.9 / -16.9 eV
Relative energy (zero: lowest compared OMol25 entry of this formula, charge and spin)   0.0 kcal/mol

Geometry (Å):
C: 1.506 1.015 -1.098
C: 1.631 -0.190 -0.208
C: 1.792 -0.072 1.116
C: 1.642 -1.523 -0.897
H: 2.402 1.076 -1.721
H: 1.456 1.949 -0.539
H: 0.670 0.926 -1.799
H: 2.070 -0.895 1.760
H: 1.849 0.917 1.549
H: 1.739 -2.355 -0.203
H: 2.481 -1.604 -1.590
H: 0.750 -1.669 -1.510
C: -2.062 -0.258 0.260
C: -1.700 1.234 0.505
S: -2.717 2.385 -0.416
N: -1.134 -1.102 1.084
H: -1.920 -0.542 -0.780
H: -3.085 -0.455 0.571
H: -0.668 1.437 0.204
H: -1.837 1.491 1.553
H: -2.201 2.131 -1.645
H: -1.257 -2.100 0.880
H: -1.270 -0.948 2.086
H: -0.137 -0.846 0.839



(4)
The following is a DFT calculation (ωB97M-V/def2-TZVPD) of a cluster of 2 separate species, C6H14N2O2 in total.

Values from the calculation:
SMILES   CNC(C)=O.CNC(C)=O
Total charge   0
2S+1   1
HOMO level   -8.9 eV
Relative energy (zero: lowest compared OMol25 entry of this formula, charge and spin)   73.6 kcal/mol

Geometry (Å):
C: 0.927 1.695 -2.295
C: -1.526 2.609 0.440
C: -0.240 1.722 -1.418
O: -1.222 0.950 -1.554
N: -0.282 2.698 -0.375
H: 0.847 0.977 -3.116
H: 0.175 3.489 -0.601
H: -1.306 1.989 1.327
H: 1.218 2.738 -2.704
H: 1.924 1.240 -1.756
H: -1.929 3.489 0.901
H: -2.483 2.066 -0.238
C: -0.438 -2.669 -0.577
C: 0.714 -0.870 2.601
C: 0.884 -1.828 1.469
O: 1.380 -2.936 1.362
N: 0.029 -1.640 0.356
H: -0.348 -0.777 0.265
H: -1.532 -2.634 -0.555
H: 0.944 0.185 2.497
H: -0.046 -2.531 -1.667
H: 0.009 -3.604 -0.244
H: -0.391 -1.057 2.825
H: 1.499 -1.044 3.410



(5)
The following is a DFT calculation (ωB97M-V/def2-TZVPD) of a cluster of 3 separate species, C27H46FN3O4 in total.

Values from the calculation:
Total charge   0
Expectation value of S²   2.010
2S+1   3
HOMO level (spin up / spin down)   -9.0 / -9.4 eV

Geometry (Å):
N: 5.216 2.836 0.287
C: 4.267 2.213 -0.755
C: 4.612 2.244 -2.233
C: 3.507 1.481 -3.230
O: 3.131 1.979 -4.430
C: 2.870 0.074 -2.588
C: 2.628 -1.303 -3.443
C: 2.845 -1.166 -5.062
C: 4.398 -0.871 -5.526
F: 4.764 -1.603 -6.797
C: 2.507 0.059 -1.114
C: 2.832 1.484 -0.300
O: 2.014 2.029 0.604
H: 6.174 2.560 -0.083
H: 5.142 2.267 1.183
H: 5.589 2.768 -2.647
H: 3.442 -2.085 -3.056
H: 1.540 -1.703 -3.160
H: 2.069 -0.400 -5.547
H: 2.569 -2.231 -5.525
H: 5.155 -1.102 -4.646
H: 4.577 0.280 -5.789
H: 2.050 -0.867 -0.561
C: -2.953 -2.161 -1.584
C: -2.920 -2.192 -3.139
C: -4.327 -2.537 -3.706
C: -4.708 -4.009 -3.567
C: -3.614 -4.914 -4.127
C: -2.219 -4.614 -3.521
N: -1.861 -3.160 -3.586
O: -1.541 -2.856 -4.922
C: -2.184 -5.116 -2.051
C: -1.161 -5.521 -4.232
C: -2.608 -0.711 -3.535
H: -1.994 -2.465 -1.154
H: -3.146 -1.155 -1.194
H: -3.739 -2.797 -1.166
H: -4.372 -2.276 -4.769
H: -5.093 -1.926 -3.210
H: -4.909 -4.256 -2.521
H: -5.644 -4.196 -4.109
H: -3.891 -5.961 -3.946
H: -3.585 -4.795 -5.218
H: -1.232 -4.862 -1.570
H: -2.287 -6.208 -2.007
H: -2.992 -4.727 -1.434
H: -1.136 -5.373 -5.318
H: -1.386 -6.584 -4.076
H: -0.155 -5.338 -3.836
H: -1.622 -0.401 -3.169
H: -3.351 -0.027 -3.105
H: -2.641 -0.545 -4.619
C: 0.845 2.995 3.523
C: 0.072 2.202 4.615
C: -1.443 2.551 4.570
C: -1.782 3.919 5.156
C: -1.186 4.081 6.552
C: 0.337 3.792 6.591
N: 0.693 2.482 5.954
O: 0.296 1.456 6.832
C: 1.094 4.957 5.896
C: 0.823 3.887 8.074
C: 0.220 0.709 4.168
H: 1.870 3.218 3.836
H: 0.939 2.429 2.588
H: 0.351 3.933 3.253
H: -2.014 1.796 5.123
H: -1.809 2.510 3.535
H: -1.431 4.717 4.496
H: -2.872 4.031 5.214
H: -1.390 5.099 6.910
H: -1.716 3.408 7.239
H: 2.170 4.755 5.848
H: 0.965 5.895 6.451
H: 0.742 5.170 4.888
H: 0.295 3.194 8.740
H: 0.650 4.891 8.482
H: 1.898 3.684 8.150
H: 1.269 0.393 4.182
H: -0.155 0.569 3.147
H: -0.356 0.019 4.796



(6)
The following is a DFT calculation (ωB97M-V/def2-TZVPD) of an isolated molecule of C13H14N4S3.

Values from the calculation:
SMILES   Cc1nc(CSc2nsc(/C=C/N(C)C)c2C#N)cs1
Total charge   0
2S+1   1
HOMO level   -8.1 eV

Geometry (Å):
N: -1.984 -1.541 2.085
C: -1.493 -1.122 1.122
N: 1.137 0.309 -1.026
N: 1.149 5.433 1.767
S: 3.266 5.105 3.377
S: 0.574 -0.762 -2.146
S: 0.815 1.521 1.325
C: 0.292 0.341 0.045
C: 1.934 6.045 2.711
C: 2.781 3.796 2.338
C: -0.665 -0.710 0.032
C: -0.568 -1.480 -1.052
C: 1.683 4.143 1.501
C: -1.375 -2.713 -1.297
C: -0.802 -3.843 -1.809
N: -1.529 -4.994 -2.242
C: 1.666 7.479 3.056
C: 1.067 3.220 0.540
C: -2.802 -5.429 -1.582
C: -0.907 -6.007 -3.118
H: 3.195 2.853 2.249
H: -2.452 -2.805 -1.119
H: 0.217 -3.795 -2.053
H: 2.068 7.502 4.075
H: 2.113 8.197 2.423
H: 0.611 7.781 3.267
H: 0.114 3.584 0.244
H: 1.533 3.174 -0.483
H: -3.510 -4.677 -1.755
H: -2.560 -5.415 -0.547
H: -3.250 -6.368 -1.922
H: -0.459 -6.753 -2.458
H: -1.708 -6.512 -3.805
H: -0.151 -5.558 -3.742



(7)
The following is a DFT calculation (ωB97M-V/def2-TZVPD) of a structure of composition C4H8CsO2S.

Values from the calculation:
Total charge   +1
2S+1   1
HOMO level   -13.5 eV
Relative energy (zero: lowest compared OMol25 entry of this formula, charge and spin)   2.8 kcal/mol

Geometry (Å):
Cs: 0.865 4.080 -3.245
C: -0.957 -1.166 0.552
C: 0.502 -1.107 1.067
C: 1.284 -0.331 0.027
S: 0.212 1.087 -0.380
O: 0.419 1.541 -1.751
O: 0.322 2.023 0.724
C: -1.346 0.156 -0.107
H: -1.669 -1.408 1.340
H: -1.010 -1.978 -0.172
H: 0.823 -2.148 1.081
H: 0.640 -0.667 2.051
H: 1.417 -0.930 -0.879
H: 2.263 0.050 0.309
H: -1.783 -0.016 -1.092
H: -1.983 0.815 0.474



(8)
The following is a DFT calculation (ωB97M-V/def2-TZVPD) of the ion C4H8N3 with charge +1.

Values from the calculation:
Total charge   +1
2S+1   1
HOMO level (spin up / spin down)   -12.9 / -12.9 eV
Relative energy (zero: lowest compared OMol25 entry of this formula, charge and spin)   164.3 kcal/mol

Geometry (Å):
C: -1.536 3.063 0.045
C: -0.983 0.725 0.558
C: -0.450 -1.367 -0.875
C: 1.910 -1.302 0.594
N: -0.163 -0.302 0.236
N: 0.939 -0.324 0.858
N: -1.211 1.864 0.323
H: -2.164 3.284 -0.708
H: -1.199 3.787 0.871
H: 0.014 -2.297 -0.622
H: -0.116 -0.984 -1.828
H: -1.542 -1.616 -1.033
H: 2.487 -1.107 -0.382
H: 1.405 -2.208 0.512
H: 2.608 -1.217 1.451



(9)
The following is a DFT calculation (ωB97M-V/def2-TZVPD) of a structure of composition C32H33N5O2PRhS.

Values from the calculation:
Total charge   +2
2S+1   1
HOMO level (spin up / spin down)   -13.4 / -13.4 eV

Geometry (Å):
Rh: -1.036 -0.472 -0.190
C: 0.733 1.672 4.353
N: 0.017 2.238 3.207
C: -0.321 3.664 3.217
C: -0.290 1.493 2.190
N: -0.563 0.855 1.267
H: 1.726 2.117 4.429
H: 0.826 0.596 4.229
H: 0.175 1.879 5.266
H: 0.590 4.257 3.288
H: -0.963 3.880 4.070
H: -0.841 3.922 2.298
C: -4.487 -3.622 0.712
N: -3.530 -3.359 -0.372
C: -3.465 -4.117 -1.509
C: -2.603 -3.849 -2.515
C: -1.738 -2.722 -2.372
N: -1.832 -2.002 -1.258
C: -2.699 -2.299 -0.269
O: -2.655 -1.518 0.714
N: -0.856 -2.339 -3.281
H: -4.947 -4.590 0.536
H: -5.246 -2.844 0.727
H: -3.959 -3.631 1.661
H: -4.154 -4.949 -1.552
H: -2.580 -4.467 -3.398
H: -0.774 -2.812 -4.164
H: -0.305 -1.509 -3.097
S: -2.223 0.967 -1.473
C: -3.727 1.184 -0.591
C: -3.822 2.088 0.469
C: -5.030 2.266 1.120
C: -6.155 1.562 0.705
C: -6.073 0.679 -0.363
C: -4.861 0.482 -1.006
H: -2.951 2.657 0.756
H: -5.106 2.969 1.938
H: -7.101 1.716 1.206
H: -6.955 0.151 -0.699
H: -4.788 -0.198 -1.845
O: 0.595 -0.140 -1.422
P: 2.002 0.112 -0.840
C: 2.304 1.840 -0.490
C: 2.500 2.661 -1.604
C: 2.701 4.021 -1.440
C: 2.723 4.569 -0.164
C: 2.530 3.759 0.946
C: 2.313 2.399 0.786
C: 2.206 -0.879 0.650
C: 1.372 -1.988 0.807
C: 1.485 -2.803 1.925
C: 2.453 -2.532 2.881
C: 3.316 -1.458 2.710
C: 3.196 -0.633 1.601
C: 3.221 -0.389 -2.045
C: 2.848 -0.958 -3.258
C: 3.821 -1.352 -4.165
C: 5.162 -1.183 -3.857
C: 5.538 -0.608 -2.649
C: 4.572 -0.206 -1.745
H: 2.501 2.238 -2.601
H: 2.851 4.651 -2.305
H: 2.897 5.628 -0.036
H: 2.560 4.187 1.939
H: 2.153 1.780 1.658
H: 0.671 -2.258 0.021
H: 0.836 -3.661 2.038
H: 2.551 -3.171 3.747
H: 4.091 -1.266 3.439
H: 3.884 0.192 1.479
H: 1.803 -1.067 -3.505
H: 3.534 -1.782 -5.114
H: 5.920 -1.491 -4.564
H: 6.585 -0.467 -2.417
H: 4.872 0.259 -0.813



(10)
The following is a DFT calculation (ωB97M-V/def2-TZVPD) of an isolated molecule of C4H5NO2.

Values from the calculation:
Total charge   0
2S+1   1
HOMO level   -9.1 eV
Relative energy (zero: lowest compared OMol25 entry of this formula, charge and spin)   89.8 kcal/mol

Geometry (Å):
C: -0.124 0.741 1.796
C: 0.022 0.578 0.327
C: 0.300 1.334 -0.741
O: 0.223 0.336 -1.733
C: -0.057 -0.525 -0.659
O: -0.187 -2.247 -1.987
N: -0.239 -1.772 -0.681
H: -1.125 0.452 2.133
H: 0.600 0.130 2.345
H: 0.036 1.788 2.070
H: 0.547 2.353 -1.006
H: 0.007 -3.183 -1.866



(11)
The following is a DFT calculation (ωB97M-V/def2-TZVPD) of a structure of composition C40H35ClNO9P2Pd.

Values from the calculation:
Total charge   -1
Expectation value of S²   6.078
2S+1   5
HOMO level (spin up / spin down)   -4.5 / -6.0 eV
Relative energy (zero: lowest compared OMol25 entry of this formula, charge and spin)   0.0 kcal/mol

Geometry (Å):
Pd: 1.328 0.072 -0.184
O: -1.111 -1.222 0.980
C: -1.585 -2.516 0.937
C: -1.578 -0.489 2.091
C: -1.188 0.969 2.018
C: -1.442 1.788 3.110
C: -1.161 3.139 3.002
C: -0.659 3.629 1.810
C: -0.423 2.743 0.763
C: 0.076 3.227 -0.563
C: -0.354 2.313 -1.743
O: 0.383 1.157 -1.744
C: -0.083 3.116 -3.033
C: 0.949 2.744 -3.882
C: 1.192 3.469 -5.042
C: 0.413 4.568 -5.366
C: -0.624 4.942 -4.519
C: -0.871 4.217 -3.365
C: -1.868 1.998 -1.765
C: -2.843 2.627 -1.000
C: -4.179 2.260 -1.117
C: -4.560 1.264 -2.001
C: -3.596 0.644 -2.784
C: -2.269 1.017 -2.669
N: -0.655 1.435 0.889
C: -1.473 -3.310 2.157
C: -2.542 -4.046 2.678
C: -2.403 -4.755 3.860
C: -1.196 -4.747 4.545
C: -0.123 -4.028 4.033
C: -0.258 -3.308 2.860
C: -2.070 -3.000 -0.303
C: -2.178 -2.138 -1.417
C: -2.615 -2.617 -2.633
C: -2.982 -3.948 -2.789
C: -2.874 -4.814 -1.704
C: -2.413 -4.360 -0.488
H: -2.674 -0.543 2.076
H: -1.241 -0.908 3.043
H: -1.873 1.381 4.016
H: -1.346 3.808 3.833
H: -0.442 4.682 1.691
H: -0.224 4.264 -0.716
H: 1.171 3.177 -0.571
H: 1.559 1.887 -3.622
H: 2.002 3.174 -5.699
H: 0.607 5.134 -6.269
H: -1.243 5.799 -4.759
H: -1.695 4.501 -2.721
H: -2.580 3.406 -0.296
H: -4.927 2.761 -0.513
H: -5.602 0.980 -2.083
H: -3.879 -0.128 -3.490
H: -1.499 0.547 -3.267
H: -3.494 -4.040 2.161
H: -3.245 -5.313 4.251
H: -1.094 -5.306 5.467
H: 0.828 -4.038 4.551
H: 0.584 -2.789 2.417
H: -1.872 -1.108 -1.312
H: -2.668 -1.947 -3.483
H: -3.319 -4.320 -3.748
H: -3.148 -5.857 -1.813
H: -2.274 -5.062 0.323
O: 3.030 0.037 -2.726
P: 3.985 0.006 -1.437
O: 5.382 0.263 -1.797
O: 3.365 0.845 -0.321
O: 3.846 -1.581 -0.942
P: 2.426 -2.279 -0.637
O: 2.837 -3.831 -0.604
O: 1.938 -1.918 0.741
O: 1.493 -1.992 -1.776
H: 2.268 -0.571 -2.640
H: 3.181 -4.092 -1.470
Cl: 3.732 3.223 2.100
C: 4.296 1.640 2.505
C: 5.644 1.466 2.729
C: 6.139 0.202 3.027
C: 5.263 -0.877 3.103
C: 3.916 -0.696 2.899
C: 3.368 0.572 2.587
C: 1.987 0.741 2.390
H: 6.311 2.314 2.662
H: 7.201 0.063 3.178
H: 5.647 -1.866 3.317
H: 3.242 -1.542 2.933
H: 1.590 1.747 2.372
H: 1.334 -0.057 2.719



Number 1: F_max 3.0 eV/Å. Number 2: F_max 2.7 eV/Å. Number 3: F_max 0.5 eV/Å. Number 4: F_max 5.6 eV/Å. Number 5: F_max 8.6 eV/Å. Number 6: F_max 4.0 eV/Å. Number 7: F_max 2.1 eV/Å. Number 8: F_max 5.8 eV/Å. Number 9: F_max 0.4 eV/Å. Number 10: F_max 0.6 eV/Å. Number 11: F_max 2.2 eV/Å.